A gas-phase ion, C11H12N (charge +1) in a non-equilibrium geometry, computed with the ωB97M-V functional and the def2-TZVPD basis.

The frontier orbital gap (alpha / beta) comes out at 0.238 / 0.238 hartree. The lowest unoccupied orbital energy (alpha / beta) is -6.08 / -6.08 eV. The value obtained for the HOMO energy (alpha / beta) is -12.55 / -12.55 eV. As for the charge: +1. The calculated total energy comes out at -13076.7520 eV.

Last columns: bonded neighbours and bond lengths (Å).
Geometry (Å):
1 C 1.6830 0.3446 0.2109  C2 1.257, C6 1.350
2 C 1.6240 -0.6141 1.0211  C1 1.257, C8 1.330
3 C -0.1020 -1.3625 0.0823  C7 1.464, C8 1.681, N12 1.297
4 C 0.0312 -0.8558 -2.1155  C5 1.540, N12 1.501, H13 1.006, H14 1.062
5 C -0.2967 0.4367 -1.3447  C4 1.540, C6 1.602, C7 1.442, H15 1.107
6 C 1.0807 1.0313 -0.7831  C1 1.350, C5 1.602, C9 1.572
7 C -0.7822 -0.0775 -0.0878  C3 1.464, C5 1.442, C10 1.443
8 C 0.8563 -1.6165 1.4394  C2 1.330, C3 1.681, C11 1.385
9 C 1.2771 2.5658 -1.0602  C6 1.572, H16 1.043, H17 1.115, H18 1.080
10 C -1.8182 0.3558 0.8183  C7 1.443, H19 1.181, H20 1.092, H21 1.044
11 C 0.8054 -2.6371 2.3738  C8 1.385, H22 1.246, H23 1.147, H24 1.161
12 N 0.3621 -1.8391 -1.0311  C3 1.297, C4 1.501
13 H -0.8156 -1.1722 -2.5578  C4 1.006
14 H 0.9047 -0.7167 -2.7032  C4 1.062
15 H -0.7740 1.3071 -1.8351  C5 1.107
16 H 0.8074 2.8955 -1.9309  C9 1.043
17 H 2.3133 2.8854 -0.8022  C9 1.115
18 H 0.6450 2.8448 -0.2300  C9 1.080
19 H -1.8587 1.5280 0.9567  C10 1.181
20 H -1.8038 -0.0861 1.8169  C10 1.092
21 H -2.7635 0.1858 0.4082  C10 1.044
22 H -0.1062 -2.5739 3.2203  C11 1.246
23 H 1.7455 -2.7674 3.0174  C11 1.147
24 H 0.5674 -3.6926 1.9514  C11 1.161

Löwdin population analysis, charges in e, atoms 1 to 4: C 0.0615; C 0.0613; C -0.1407; C -0.0615